i) An isolated molecule of C2H4Si. Source: OMol25; level of theory: ωB97M-V/def2-TZVPD.

```
7
Properties=species:S:1:pos:R:3
C 0.421 0.916 1.901
C 0.225 0.377 0.746
Si 0.023 -0.451 -0.947
H 0.231 1.454 2.782
H 0.541 0.229 -2.151
H -1.403 -0.536 -1.304
H -0.038 -1.989 -1.027
```

Properties
gap between HOMO and LUMO: 11.0 eV
HOMO: -10.23 eV
2S+1: 1
SMILES: C#C[SiH3]

=====

ii) A cluster of 2 separate species, C2H4Si in total. Source: OMol25; level of theory: ωB97M-V/def2-TZVPD.

```
7
Properties=species:S:1:pos:R:3
C 3.117 -0.406 -0.445
C 2.510 -0.346 0.583
Si -2.626 -0.308 -0.257
H 3.725 -0.411 -1.318
H -2.044 0.061 -1.728
H 2.027 -0.658 1.587
H -1.459 -1.190 -0.050
```

Properties
gap between HOMO and LUMO: 7.9 eV
HOMO: -9.01 eV
2S+1: 1

=====

In order of decreasing stability: i), ii).